{
  "formula": "C29H32F10N5O4PtS",
  "method": "ωB97M-V with the def2-TZVPD basis set",
  "species": ["H", "C", "H", "H", "H", "H", "C", "C", "C", "C", "O", "H", "H", "C", "C", "C", "C", "C", "O", "C", "H", "H", "C", "C", "H", "C", "H", "N", "H", "C", "C", "F", "C", "F", "F", "F", "F", "N", "C", "H", "F", "C", "O", "C", "C", "N", "F", "C", "H", "H", "H", "H", "F", "H", "H", "F", "C", "H", "H", "H", "Pt", "C", "H", "H", "C", "O", "C", "H", "H", "H", "N", "H", "F", "C", "H", "H", "N", "H", "C", "C", "S", "H"],
  "positions_angstrom": [[1.106, -4.700, 1.398], [-2.862, -0.467, -0.676], [-3.112, -5.484, -0.305], [0.929, 1.086, 2.416], [1.442, 0.076, 3.786], [-1.557, -0.284, 3.691], [0.873, 4.655, -0.899], [1.214, 4.653, 2.139], [-4.153, -1.016, -0.539], [-1.573, 4.789, -0.590], [1.924, 1.422, -1.820], [-1.488, 5.860, -0.782], [2.119, 4.710, 1.524], [-1.227, -0.145, 2.649], [5.571, -0.823, -1.028], [-2.287, -0.664, 1.697], [3.942, -1.290, -2.652], [-0.404, 2.846, 0.407], [1.193, 5.798, -1.174], [5.275, -1.143, -2.325], [-1.122, 0.913, 2.445], [-2.360, -3.409, 0.709], [-3.571, 0.043, -2.981], [-2.200, -5.038, -0.705], [0.096, 6.172, 1.087], [-0.015, 5.121, 1.361], [-0.640, -2.741, 2.638], [2.156, -0.572, 0.513], [0.580, -5.017, -1.130], [1.753, -4.326, 0.599], [-2.631, 0.043, -1.983], [-5.764, -0.449, -3.748], [0.172, -2.104, 2.993], [1.704, -1.316, -2.133], [5.034, -0.333, 1.154], [-4.516, -1.667, 0.597], [-1.451, 0.597, -2.280], [0.067, -0.783, 2.405], [1.207, 0.075, 2.710], [1.092, 3.619, 2.476], [6.853, -0.696, -0.658], [0.987, -4.099, -0.701], [-0.958, -2.672, -1.819], [-4.837, -0.471, -2.774], [2.450, -0.320, 1.932], [0.342, 1.899, -0.223], [6.240, -1.345, -3.234], [-5.108, -1.005, -1.543], [-3.218, -0.153, 1.953], [1.116, -2.570, 2.707], [-2.010, 2.969, -1.710], [1.374, 5.276, 3.023], [-6.310, -1.550, -1.309], [-2.451, -4.489, -1.614], [0.122, -2.057, 4.091], [3.612, -1.640, -3.900], [-1.922, 4.046, -1.882], [-1.517, -5.847, -0.972], [3.162, 0.491, 2.079], [-1.161, 4.202, -2.652], [0.137, -0.255, 0.069], [2.958, -1.105, -1.713], [-2.875, 4.400, -2.281], [1.612, -3.613, -1.447], [4.575, -0.631, -0.084], [-1.239, 2.577, 1.261], [-1.596, -4.083, 0.311], [2.898, -1.215, 2.384], [2.194, 3.766, -2.164], [2.209, -3.390, 0.936], [1.483, 3.584, -1.476], [-2.358, 4.629, 0.150], [-3.272, 0.566, -4.176], [-0.248, 4.332, 0.064], [-1.102, -4.584, 1.148], [2.547, -5.060, 0.450], [-1.915, -0.405, 0.297], [-0.909, 5.012, 1.975], [1.268, 2.223, -1.186], [3.193, -0.737, -0.363], [-0.390, -2.950, -0.470], [-2.456, -1.735, 1.878]],
  "de_lowest_kcal_mol": 0.7,
  "energy_ev": -87490.2979,
  "homo_lumo_gap_ev": 6.4535,
  "charge": -1
}

***

{
  "formula": "C29H32IrN2O3PS",
  "method": "ωB97M-V with the def2-TZVPD basis set",
  "species": ["C", "H", "H", "H", "O", "H", "P", "C", "H", "H", "H", "C", "C", "H", "H", "H", "C", "C", "H", "Ir", "H", "N", "N", "H", "H", "C", "H", "C", "C", "H", "C", "H", "C", "C", "H", "C", "C", "H", "H", "H", "H", "C", "C", "C", "C", "H", "H", "C", "H", "C", "C", "H", "C", "H", "C", "H", "H", "S", "H", "C", "C", "C", "C", "C", "H", "C", "O", "O", "H"],
  "positions_angstrom": [[2.682, 0.364, -3.057], [0.544, -3.472, -0.793], [5.146, 2.443, -4.085], [1.137, -5.791, -1.348], [-0.588, 0.531, 1.797], [4.652, 0.072, 2.783], [2.248, -1.017, -0.636], [-2.019, -2.273, -2.654], [4.132, 2.269, 3.844], [0.288, -3.471, -3.994], [3.448, -6.347, -2.036], [2.929, 0.152, 1.520], [3.775, 0.642, 2.507], [4.686, 0.494, -0.321], [-2.672, -1.826, -0.634], [4.579, -2.245, -1.619], [3.124, 0.096, -1.760], [3.826, -3.021, -1.535], [1.774, -0.081, -3.422], [0.227, -0.053, 0.044], [-1.452, -3.091, -0.699], [1.794, 0.793, 1.174], [3.162, -0.973, 0.774], [-5.739, 1.652, -1.262], [-5.919, 2.541, 1.048], [1.578, 2.036, 1.666], [2.180, 3.592, 2.974], [-2.783, 1.209, 1.187], [1.554, -3.709, -1.088], [5.164, -4.568, -2.163], [0.802, -2.581, -4.355], [0.735, 2.572, 1.262], [-1.844, 1.411, 3.543], [3.406, 1.204, -3.886], [-3.693, 0.495, -2.002], [-1.717, 1.024, 2.103], [-5.019, 2.032, 0.732], [1.168, -2.793, -5.360], [-4.049, 2.257, 2.598], [-2.691, 0.900, 4.001], [-1.634, -3.100, -3.248], [-2.694, 0.709, -0.123], [4.310, 0.687, -1.314], [2.394, 2.598, 2.609], [1.890, -5.016, -1.402], [3.815, -1.687, 1.057], [1.660, -2.394, -3.713], [-3.777, 0.875, -0.992], [5.946, 1.980, -1.791], [4.154, -4.330, -1.855], [3.489, 1.865, 3.073], [0.385, -0.480, -4.812], [-2.307, -2.665, -1.212], [-3.087, -3.428, -1.234], [5.029, 1.530, -2.149], [-2.027, 2.484, 3.630], [-0.965, -1.542, -5.109], [-0.933, -0.838, -2.939], [-2.948, -1.928, -3.117], [4.581, 1.789, -3.434], [-4.914, 1.526, -0.573], [2.520, -2.712, -1.142], [3.189, -5.327, -1.786], [-0.115, -1.375, -4.437], [3.054, 1.403, -4.889], [-3.973, 1.871, 1.591], [-1.647, 0.036, -0.571], [0.271, -0.889, -1.904], [-0.932, 1.151, 4.071]],
  "de_lowest_kcal_mol": 28.7,
  "energy_ev": -62664.0064,
  "homo_lumo_gap_ev": 7.4376,
  "charge": 2
}

***

{
  "formula": "C29H32N7O8SV",
  "method": "ωB97M-V with the def2-TZVPD basis set",
  "species": ["H", "C", "C", "C", "C", "C", "O", "C", "O", "C", "H", "C", "H", "H", "H", "H", "C", "O", "O", "C", "V", "N", "C", "C", "H", "C", "C", "C", "C", "H", "H", "H", "C", "O", "H", "C", "H", "N", "O", "H", "C", "H", "C", "H", "C", "C", "H", "H", "H", "H", "H", "N", "H", "S", "N", "C", "H", "H", "N", "H", "H", "H", "O", "H", "H", "H", "H", "C", "C", "N", "H", "O", "C", "H", "C", "C", "C", "N"],
  "positions_angstrom": [[-3.085, 1.225, 0.966], [2.870, -1.292, 3.591], [0.980, -4.142, 2.168], [-3.239, 2.279, 0.741], [-3.404, -1.298, -0.321], [1.891, -0.595, 1.490], [-1.211, -1.267, 3.083], [0.238, -4.386, 1.047], [-3.041, -1.171, 4.374], [2.643, -0.311, 2.604], [-3.319, 0.657, -3.774], [4.886, 2.365, 0.315], [-0.794, 0.422, -3.553], [6.083, -1.016, -1.098], [-3.341, 2.383, -4.235], [2.032, 0.009, -2.693], [-5.385, -1.236, 1.008], [-3.397, -1.442, -2.690], [-7.366, -1.121, 2.191], [-1.999, 1.900, -1.312], [0.162, -0.458, -0.894], [1.555, 0.262, 0.436], [-3.271, -1.216, 2.103], [2.354, -2.549, 3.491], [-1.583, -1.254, 0.834], [-2.655, -1.249, 0.837], [-3.279, 1.681, -3.399], [3.973, 1.360, 0.032], [0.081, -3.367, 0.100], [-0.976, 1.665, 0.299], [-0.247, -5.339, 0.887], [8.770, 1.370, -0.119], [1.580, -2.883, 2.358], [1.748, 2.307, -0.913], [2.504, -3.287, 4.268], [6.684, 0.936, -0.442], [-0.861, 1.990, -4.379], [-3.056, 2.518, -0.680], [2.181, 2.484, 1.508], [-3.221, 3.981, -2.169], [6.234, 2.150, 0.072], [-5.391, -1.341, -1.153], [-4.797, -1.302, -0.254], [2.237, -1.666, -2.111], [5.750, -0.061, -0.708], [-4.671, -1.193, 2.186], [-2.565, 2.884, 1.362], [-3.075, 4.617, -0.524], [0.047, 1.834, -2.861], [4.538, 3.299, 0.735], [-4.131, 1.830, -2.743], [-2.482, -1.217, 3.234], [-4.599, 3.884, -1.059], [2.248, 1.706, 0.297], [0.628, -2.181, 0.246], [8.146, 0.712, -0.724], [8.434, -0.319, -0.517], [-5.158, -1.151, 3.146], [-1.024, 1.344, -0.662], [3.453, -1.017, 4.461], [3.031, 0.686, 2.754], [3.676, -0.630, -0.692], [-7.479, -1.270, 0.045], [-4.264, 2.536, 1.005], [0.943, -1.281, -3.264], [8.372, 0.912, -1.774], [1.103, -4.902, 2.930], [1.505, -0.907, -2.402], [-0.837, 1.504, -3.402], [-6.848, -1.211, 1.090], [-0.520, -3.507, -0.790], [-1.436, -1.196, -1.675], [1.369, -1.914, 1.359], [6.950, 2.933, 0.295], [-3.512, 3.819, -1.136], [-2.730, -1.332, -1.675], [4.399, 0.145, -0.477], [-2.033, 1.893, -2.671]],
  "de_lowest_kcal_mol": 0.8,
  "s_squared": 3.799,
  "energy_ev": -93924.8976,
  "homo_lumo_gap_ev": [4.8749, 7.8318],
  "multiplicity": 4,
  "charge": -1
}

***

{
  "formula": "C29H32NO6PdTe",
  "method": "ωB97M-V with the def2-TZVPD basis set",
  "species": ["C", "C", "H", "C", "H", "H", "H", "O", "H", "C", "H", "H", "C", "C", "H", "C", "C", "C", "H", "H", "O", "H", "H", "H", "H", "H", "C", "H", "H", "O", "C", "C", "H", "C", "C", "C", "C", "C", "H", "H", "N", "C", "H", "C", "H", "C", "Te", "H", "C", "H", "H", "H", "H", "C", "H", "C", "H", "C", "C", "O", "H", "H", "C", "O", "O", "Pd", "C", "H", "C", "C"],
  "positions_angstrom": [[5.914, 0.834, -3.935], [3.612, 2.262, -0.628], [5.697, -0.116, 0.802], [5.334, 0.855, -1.486], [0.774, 3.456, 4.738], [3.019, 4.767, -2.753], [4.050, 2.782, -3.950], [-2.423, 1.164, 1.370], [-1.825, -1.265, 3.418], [1.795, 0.214, 2.196], [6.354, 4.155, 6.088], [6.495, 1.642, -4.383], [-2.252, 6.957, -1.540], [4.176, 2.353, -2.961], [1.662, 3.654, -2.878], [-1.098, 6.806, -0.781], [-1.119, 4.446, -1.255], [5.394, 4.665, 5.998], [0.793, -1.152, 3.474], [-2.701, 7.936, -1.645], [-3.737, 0.234, 2.923], [6.593, 0.035, -3.649], [5.496, 1.448, 1.579], [5.606, 5.733, 5.924], [6.284, 4.666, 3.462], [4.820, 4.493, 6.905], [-2.281, 4.602, -2.012], [-0.653, 7.661, -0.291], [4.156, 0.320, 1.517], [-1.407, 2.111, -1.288], [5.000, 0.704, 0.950], [4.659, 4.201, 4.775], [0.606, 3.266, 2.999], [4.672, 3.861, 2.350], [2.474, 3.982, -2.229], [5.280, 4.260, 3.525], [-2.839, 5.859, -2.159], [3.347, 3.763, 4.846], [6.292, 4.717, 1.265], [4.880, 4.470, 0.260], [0.535, 2.531, -0.584], [1.207, 2.969, 3.868], [-3.739, 5.983, -2.744], [2.646, 3.359, 3.717], [1.106, 1.896, 3.994], [4.619, 1.287, -0.383], [2.281, 2.892, 0.757], [5.881, 3.098, 0.717], [-0.635, 3.089, -1.034], [6.096, 0.101, -1.336], [2.022, 4.457, -1.356], [0.360, 5.446, -0.030], [-1.042, 0.298, 3.742], [5.123, 1.346, -2.773], [2.843, 3.743, 5.806], [-1.459, -0.347, 2.959], [1.157, -1.797, 1.867], [-2.584, 0.421, 2.314], [3.349, 3.363, 2.500], [-0.504, -0.603, 1.941], [-4.418, 0.777, 2.490], [-2.739, 3.739, -2.477], [-0.529, 5.553, -0.644], [2.781, 0.255, 2.869], [1.492, 1.081, 1.199], [-0.408, 1.040, 0.123], [3.415, 2.839, -1.923], [5.241, 0.463, -4.710], [5.464, 4.038, 1.073], [0.799, -0.920, 2.411]],
  "de_lowest_kcal_mol": 0.0,
  "s_squared": 0.794,
  "energy_ev": -55121.4731,
  "homo_lumo_gap_ev": [7.2506, 5.8276],
  "multiplicity": 2,
  "charge": 2
}

***

{
  "formula": "C29H33As2KN6O5S2",
  "method": "ωB97M-V with the def2-TZVPD basis set",
  "species": ["H", "H", "C", "C", "C", "N", "C", "S", "H", "C", "C", "C", "C", "C", "H", "H", "H", "C", "C", "H", "H", "C", "C", "C", "H", "H", "C", "As", "C", "H", "H", "H", "C", "H", "H", "C", "H", "H", "C", "H", "C", "C", "O", "O", "K", "O", "H", "H", "H", "C", "H", "H", "C", "C", "C", "As", "C", "H", "H", "C", "O", "N", "H", "S", "N", "C", "N", "N", "H", "H", "H", "C", "H", "H", "H", "O", "N", "H"],
  "positions_angstrom": [[-2.296, -1.349, 4.597], [-3.631, 3.388, 0.785], [0.996, -3.725, -2.211], [-1.174, 1.412, 2.990], [0.534, 0.200, -5.842], [-0.987, 6.473, 0.050], [0.868, -0.081, -4.516], [4.107, 0.002, 0.834], [1.288, -4.106, -1.231], [-2.981, 3.213, 2.813], [0.607, 2.908, -4.369], [1.742, -3.287, 1.761], [1.042, -1.421, -4.135], [-5.539, 4.106, 3.495], [3.610, -2.884, -3.207], [-2.026, -3.372, 1.286], [-1.235, -7.066, 3.827], [-3.340, 3.384, 4.144], [-3.920, 3.503, 1.822], [2.812, -3.146, 1.846], [3.174, 2.666, -3.056], [-1.632, 2.717, 2.418], [-4.610, 3.830, 4.486], [3.424, -2.083, -2.486], [3.447, 1.014, -2.474], [0.105, -0.558, -7.802], [0.541, -2.129, -6.403], [1.498, -1.820, -2.252], [2.979, 1.611, -3.255], [3.862, -1.148, -2.822], [0.191, -1.754, 4.632], [-1.082, 6.749, -0.910], [-5.189, 3.939, 2.161], [3.349, 1.351, -4.248], [-6.532, 4.452, 3.759], [-2.083, 0.509, 3.550], [0.723, 3.810, -3.768], [-2.619, 3.163, 4.922], [1.007, -2.225, 1.229], [-0.083, -3.829, -2.311], [0.879, -2.422, -5.090], [-0.950, -3.356, 1.424], [3.676, -1.124, 1.714], [5.475, -0.205, 0.350], [1.726, 1.706, 0.481], [3.150, 0.069, -0.330], [1.283, 2.952, -5.226], [-0.428, 2.862, -4.708], [3.853, -2.301, -1.510], [-0.804, 5.102, 0.223], [0.128, -6.026, 3.999], [1.600, -5.276, 2.558], [-0.238, -0.866, 4.187], [-0.324, -4.459, 1.997], [0.369, -0.809, -6.780], [1.017, 1.393, -3.185], [1.065, -4.424, 2.153], [-1.663, 6.861, 0.692], [1.662, -0.108, 3.482], [-1.604, -0.637, 4.161], [-2.264, -5.856, 1.989], [0.139, 1.164, 2.983], [-3.144, 0.708, 3.506], [-0.122, 4.237, -1.090], [-0.606, -6.395, 3.422], [-1.161, -5.604, 2.443], [-0.838, 3.370, 1.654], [-0.310, -2.255, 1.047], [-4.871, 3.961, 5.529], [0.395, 1.226, -6.158], [-5.905, 4.157, 1.377], [0.588, 0.056, 3.555], [1.505, -4.315, -2.975], [1.014, -3.459, -4.807], [1.617, -1.356, 0.984], [3.958, 1.279, 1.585], [-1.229, 4.662, 1.383], [0.414, -2.929, -7.124]],
  "de_lowest_kcal_mol": 19.6,
  "energy_ev": -209462.7792,
  "homo_lumo_gap_ev": 6.3011,
  "charge": -2
}

***

{
  "formula": "C29H33BrF3NOP",
  "method": "ωB97M-V with the def2-TZVPD basis set",
  "species": ["H", "H", "H", "H", "H", "P", "H", "C", "H", "Br", "H", "C", "C", "C", "C", "H", "C", "C", "C", "H", "C", "C", "H", "H", "H", "H", "H", "H", "H", "H", "C", "C", "H", "H", "H", "F", "C", "H", "N", "C", "C", "C", "H", "H", "C", "H", "C", "H", "C", "H", "C", "C", "H", "C", "C", "C", "C", "C", "H", "H", "C", "F", "H", "H", "H", "F", "C", "O", "C"],
  "positions_angstrom": [[4.834, 4.325, 3.529], [-4.641, -4.487, -0.100], [-0.026, -0.286, -1.496], [-6.978, -4.037, -0.773], [-3.285, -0.450, 1.077], [2.591, -2.022, -1.032], [7.503, 6.612, 5.995], [-4.710, 2.721, -1.893], [5.288, 6.338, 4.926], [2.618, 3.186, 3.135], [-5.733, 5.306, -3.828], [1.222, 0.931, 1.694], [-3.697, 4.914, -3.270], [-2.110, -0.877, -1.149], [8.013, 3.636, 4.457], [-7.935, -5.167, -2.756], [-3.039, -1.825, -0.259], [-0.080, -1.068, 0.554], [2.521, -0.531, 0.114], [9.247, 4.885, 5.691], [-3.356, 2.994, -1.887], [-6.373, -4.730, -1.348], [-0.256, -2.104, -1.416], [-3.676, -2.444, -0.947], [-3.301, 5.765, -3.812], [4.403, -1.571, -2.756], [-2.370, -1.120, -2.221], [3.178, -4.340, -0.165], [4.533, -0.029, -0.152], [-2.420, -2.492, 0.401], [2.533, -3.495, 0.178], [6.053, 5.583, 4.791], [8.761, 2.865, 4.321], [-2.346, 0.214, -1.007], [-0.883, -0.544, 1.150], [-2.520, 2.179, -1.204], [3.669, 1.306, 1.196], [1.456, -3.773, 0.289], [3.667, 0.221, 0.328], [2.476, 1.690, 1.918], [4.307, -2.164, -1.811], [7.296, 5.735, 5.393], [4.635, 1.857, 1.307], [-5.086, 1.858, -1.355], [8.277, 4.764, 5.224], [2.890, -3.143, 1.188], [-0.565, -1.121, -0.957], [-1.771, 4.273, -2.538], [-4.286, -5.875, -1.699], [-3.264, -6.092, -1.414], [-4.832, -6.493, -2.809], [-5.570, 3.560, -2.590], [-6.634, 3.361, -2.596], [6.773, 3.501, 3.861], [1.229, -0.227, 0.770], [-6.135, -6.245, -3.202], [5.792, 4.461, 4.015], [-2.837, 4.082, -2.564], [0.029, -2.091, 1.019], [5.091, -1.880, -1.051], [-6.911, -5.362, -2.463], [-4.082, -7.352, -3.520], [0.269, 1.216, 2.208], [-6.535, -6.740, -4.078], [4.430, -3.259, -2.051], [6.514, 2.407, 3.108], [-5.060, -4.983, -0.967], [-3.897, -0.971, 0.527], [-5.062, 4.654, -3.281]],
  "energy_ev": -121621.1638,
  "homo_lumo_gap_ev": 6.3185,
  "charge": 1
}